Computed, not measured: a molecular structure, C34H44CsN5OPSe2, with wB97M-V/def2-TZVPD.

CARTESIAN COORDINATES (ANGSTROEM)
H1 2.171 2.961 1.062
C1 3.789 -0.332 -0.368
H2 4.301 -0.398 3.773
H3 -0.563 2.065 -5.646
H4 -3.361 -6.168 3.670
C2 -5.066 -2.963 -1.696
H5 2.332 -0.564 2.290
C3 -0.331 8.168 -0.799
H6 2.275 3.327 3.249
H7 2.227 0.851 -1.281
H8 -1.044 0.100 2.939
H9 -2.123 -4.615 -1.552
H10 -5.758 -2.441 1.493
C4 -0.119 -0.016 -5.975
C5 1.043 1.702 3.846
Cs1 -0.845 0.833 -0.052
H11 -6.598 -3.277 -3.158
H12 3.058 -0.611 5.861
N1 -0.213 9.305 -0.948
H13 2.158 -1.585 3.730
H14 -2.228 -4.791 1.946
H15 3.654 0.692 -2.313
C6 -5.621 -3.583 -2.805
C7 -5.886 -4.047 2.911
H16 0.074 4.368 1.707
H17 0.518 -0.189 4.732
C8 -1.141 4.586 -1.413
N2 -0.089 -0.141 2.698
H18 1.061 -0.092 -7.766
C9 0.864 0.171 3.742
H19 -5.594 -2.160 -1.197
H20 -0.072 -1.119 2.424
H21 0.303 6.776 1.386
H22 2.060 -1.575 -0.745
H23 2.299 1.323 1.187
C10 -0.776 3.910 -0.227
H24 0.283 -2.131 -5.875
C11 -0.480 6.753 -0.611
H25 0.121 2.180 3.513
H26 3.701 1.771 -0.902
Se1 -0.993 -2.885 0.331
H27 2.419 0.899 5.624
C12 2.177 -0.546 3.384
C13 -0.250 4.784 0.751
H28 -3.105 -5.722 -3.540
C14 -0.102 6.154 0.593
C15 -0.417 1.092 -5.195
H29 0.051 -2.218 -3.404
H30 4.195 2.196 3.950
C16 -0.075 -1.284 -3.941
C17 3.322 0.818 -1.277
H31 -5.350 -5.058 -4.343
N3 3.230 0.302 5.443
H32 3.387 -1.862 -1.894
H33 -0.752 1.793 -3.186
N4 1.839 2.160 1.585
C18 3.149 -1.641 -0.847
C19 -5.211 -5.091 3.532
C20 -3.925 -3.546 1.597
C21 -3.662 -4.953 -3.020
C22 -5.245 -3.277 1.953
H34 1.158 2.016 4.900
C23 -3.807 -3.340 -1.234
C24 0.026 0.085 -7.468
P1 -3.111 -2.552 0.274
H35 4.885 -0.437 -0.535
C25 0.053 -1.231 -5.318
C26 3.390 0.184 3.906
N5 -0.357 -0.219 -3.194
H36 -1.569 4.015 -2.240
H37 3.494 -2.472 -0.226
O1 3.506 -0.084 0.953
H38 -1.300 6.411 -2.564
H39 -0.592 -0.659 -7.971
Se2 -3.857 -0.538 0.404
H40 -5.710 -5.689 4.285
C27 2.189 2.268 2.992
C28 -3.256 -4.592 2.221
C29 -1.004 5.951 -1.626
C30 -3.896 -5.359 3.187
H41 -6.911 -3.826 3.180
H42 4.052 0.727 5.865
H43 4.045 1.387 2.364
C31 3.542 1.576 3.321
H44 -0.264 1.072 -7.826
C32 -0.524 0.941 -3.820
C33 -4.920 -4.580 -3.471
C34 -3.108 -4.337 -1.905

The calculation puts the HOMO energy at -3.692 eV. The molecular weight comes out at 860.56 g/mol. Its LUMO energy is 0.8456 eV. The energy is -6835.36418 Eh. The charge is -1. Its HOMO-LUMO gap is 4.5 eV. For the strongest force on any atom, the calculation gives 0.0143 Eh/bohr.

These are the Mulliken partial charges, in e, on atoms 1 to 6:
1 H 0.327
2 C 0.222
3 H 0.603
4 H 0.338
5 H 0.372
6 C -0.394


Computed, not measured: C4H7NO2 in the gas phase, with wB97M-V/def2-TZVPD.

CARTESIAN COORDINATES (ANGSTROEM)
N1 1.912 -0.497 -0.585
H1 1.563 -1.380 -0.920
O1 -1.938 1.343 1.223
H2 -0.130 -1.868 0.392
H3 -0.609 0.251 -1.347
H4 -1.251 -0.902 1.359
C1 -0.902 -1.094 0.346
C2 -0.406 0.222 -0.265
O2 1.528 1.507 0.391
H5 2.905 -0.386 -0.448
H6 -0.887 2.393 -0.143
C3 1.095 0.480 -0.104
C4 -1.136 1.424 0.326
H7 -1.744 -1.492 -0.226

The calculation puts the HOMO energy at -9.889 eV. The SMILES is C[C@@H](C=O)C(N)=O. The molecular weight comes out at 101.10 g/mol. Its LUMO energy is 0.7066 eV. The energy is -361.86084 Eh. The charge is 0. Its HOMO-LUMO gap is 10.6 eV. For the strongest force on any atom, the calculation gives 0.0105 Eh/bohr.

These are the Mulliken partial charges, in e, on atoms 1 to 6:
1 N -0.370
2 H 0.203
3 O -0.489
4 H 0.325
5 H 0.311
6 H 0.342


Computed, not measured: a molecular structure, C28H30BaClN4O5S3, with wB97M-V/def2-TZVPD.

CARTESIAN COORDINATES (ANGSTROEM)
O1 9.192 14.049 10.428
N1 8.562 16.790 3.524
C1 6.902 14.740 10.800
C2 8.181 18.067 6.343
S1 8.952 8.578 9.000
H1 9.302 11.700 13.395
N2 9.102 17.775 4.022
H2 7.684 13.033 12.655
O2 6.894 10.779 11.795
H3 6.140 15.922 3.973
C3 10.599 14.960 4.830
H4 13.389 12.123 13.252
Cl1 14.254 9.833 11.950
C4 9.635 18.710 8.112
C5 10.557 18.069 5.966
C6 6.374 9.533 11.266
C7 8.352 18.478 7.647
C8 12.493 11.504 13.033
N3 11.314 11.953 13.411
C9 11.023 19.369 9.928
S2 11.825 7.802 8.723
H5 10.942 15.107 9.833
C10 9.284 17.848 5.447
S3 11.168 10.710 8.794
H6 11.548 12.660 7.137
H7 11.518 18.394 10.117
H8 5.055 11.569 12.289
C11 10.263 11.210 13.136
H9 11.611 19.902 9.230
H10 6.120 8.841 12.061
H11 8.625 16.018 10.984
C12 10.516 14.379 10.581
C13 8.823 14.121 6.189
O3 6.528 13.437 11.030
H12 7.443 18.533 8.232
C14 6.127 11.609 12.617
C15 9.266 15.013 5.157
C16 12.637 10.324 12.327
C17 10.315 10.111 12.312
H13 10.884 19.944 10.845
C18 10.753 18.399 7.331
C19 10.643 8.978 8.794
H14 11.609 8.797 11.170
H15 7.159 17.991 6.017
H16 6.723 14.960 9.728
O4 9.783 19.140 9.407
H17 6.225 11.408 13.694
N4 9.642 13.369 6.875
H18 12.500 13.862 5.177
C20 8.276 15.737 4.476
H19 5.417 9.753 10.715
H20 8.534 14.807 12.261
H21 6.287 15.475 11.414
H22 10.840 14.761 11.571
H23 9.375 9.734 11.964
H24 5.424 14.420 5.774
H25 11.046 13.437 10.402
O5 7.010 13.306 7.551
H26 11.764 18.371 7.757
H27 11.012 15.505 3.957
C21 6.623 13.012 12.358
C22 11.554 9.633 11.901
C23 10.923 13.335 6.539
H28 11.379 18.060 5.231
C24 6.940 15.453 4.637
C25 7.413 13.993 6.566
Ba1 8.266 11.669 9.013
C26 8.349 14.982 11.182
C27 11.451 14.096 5.499
H29 7.202 9.233 10.547
C28 6.491 14.589 5.637
H30 6.061 13.738 13.030

The calculation puts the HOMO energy at -3.793 eV. The molecular weight comes out at 771.55 g/mol. Its LUMO energy is 1.9238 eV. The energy is -3360.47307 Eh. The charge is -1. Its HOMO-LUMO gap is 5.7 eV. For the strongest force on any atom, the calculation gives 0.0595 Eh/bohr.

These are the Mulliken partial charges, in e, on atoms 1 to 6:
1 O 0.327
2 N -0.707
3 C -0.570
4 C -0.103
5 S -0.466
6 H 0.256